No. 1
{
  "formula": "C10H12",
  "method": "ωB97M-V with the def2-TZVPD basis set",
  "symbols": ["C", "C", "C", "C", "C", "C", "C", "C", "C", "C", "H", "H", "H", "H", "H", "H", "H", "H", "H", "H", "H", "H"],
  "xyz": [[1.960, -0.254, -1.126], [0.983, -1.150, -1.273], [-0.365, -0.576, -0.962], [-0.095, 0.921, -0.620], [1.433, 1.119, -0.725], [-0.702, 1.048, 0.800], [0.142, 0.208, 1.742], [-0.091, -1.078, 1.456], [-1.109, -1.108, 0.338], [-1.941, 0.148, 0.664], [2.998, -0.477, -1.324], [1.118, -2.184, -1.570], [-1.048, -0.661, -1.810], [-0.618, 1.594, -1.298], [1.886, 1.402, 0.231], [1.733, 1.871, -1.465], [-0.890, 2.080, 1.113], [0.900, 0.578, 2.407], [0.452, -1.951, 1.802], [-1.649, -2.054, 0.187], [-2.586, 0.454, -0.160], [-2.512, 0.067, 1.592]],
  "mulliken_charge": [-0.2916, -0.7895, -0.2142, -0.2452, -0.9188, -0.3724, -0.6120, -0.4799, -0.2234, -0.7411, 0.4408, 0.4272, 0.4556, 0.5226, 0.3148, 0.3426, 0.4255, 0.4606, 0.3777, 0.4549, 0.3369, 0.3289],
  "smiles": "C1=C[C@@H]2[C@H](C1)[C@@H]1C=C[C@H]2C1",
  "total_energy_ev": -10563.49406,
  "homo_energy_ev": -8.984,
  "gap_ha": 0.3709,
  "molar_mass_g_mol": 132.21,
  "e_above_lowest_kj_mol": 12.4
}


No. 2
{
  "formula": "C17H18BN7O3SSr",
  "method": "ωB97M-V with the def2-TZVPD basis set",
  "symbols": ["H", "N", "B", "N", "C", "Sr", "H", "C", "H", "C", "H", "C", "H", "H", "H", "N", "N", "N", "N", "C", "C", "H", "H", "C", "C", "C", "C", "H", "H", "H", "H", "H", "O", "S", "O", "N", "C", "O", "C", "C", "C", "C", "C", "C", "H", "H", "H", "H"],
  "xyz": [[0.444, -0.864, -2.467], [0.296, 1.080, -1.684], [0.056, 3.569, -1.304], [0.255, 2.345, -2.246], [0.404, 2.251, -3.582], [0.459, 0.575, 0.774], [0.394, 3.144, -4.187], [0.546, 0.896, -3.909], [0.699, 0.468, -4.877], [0.447, 0.198, -2.685], [0.004, 4.579, -1.935], [1.125, -0.006, 2.920], [1.221, -0.903, 3.529], [0.056, 0.281, 2.963], [1.746, 0.783, 3.349], [1.236, 3.582, -0.288], [-1.254, 3.365, -0.485], [1.494, 2.484, 0.553], [-1.387, 2.263, 0.342], [2.145, 4.544, -0.067], [-2.366, 4.121, -0.420], [2.087, 5.459, -0.635], [-2.432, 5.026, -1.002], [3.029, 4.112, 0.925], [-3.257, 3.508, 0.467], [2.592, 2.829, 1.290], [-2.604, 2.341, 0.912], [3.866, 4.649, 1.323], [-4.231, 3.852, 0.750], [3.003, 2.149, 2.029], [-2.949, 1.572, 1.595], [1.616, -0.346, 1.833], [0.991, -4.158, -2.377], [-0.310, -3.866, -1.808], [-1.485, -4.083, -2.613], [-0.306, -2.393, -1.052], [-0.593, -2.464, 0.257], [-0.825, -1.476, 1.012], [-0.631, -3.856, 0.772], [-0.738, -4.318, 2.091], [-0.699, -5.694, 2.318], [-0.588, -6.594, 1.242], [-0.491, -6.119, -0.077], [-0.503, -4.742, -0.269], [-0.832, -3.605, 2.907], [-0.752, -6.092, 3.332], [-0.571, -7.670, 1.424], [-0.403, -6.778, -0.940]],
  "mulliken_charge": [0.4344, 0.0667, -0.3639, -0.0942, -0.1005, 2.3788, 0.4620, -1.1639, 0.3995, -0.1991, -0.1176, -1.2222, 0.4033, 0.3198, 0.3657, 0.1071, -0.0584, -0.6767, 0.0404, -0.1114, -0.1811, 0.4470, 0.4421, -1.1231, -1.1454, -0.0925, -0.3340, 0.4040, 0.3830, 0.4272, 0.4677, 0.3941, -0.6479, 1.0793, -0.6496, -0.3407, 0.6519, -0.9075, 0.1924, -0.4845, -0.5314, -0.4489, -0.4978, 0.0364, 0.4504, 0.3657, 0.3707, 0.4027],
  "total_energy_ev": -46842.61779,
  "homo_energy_ev": -8.796,
  "gap_ha": 0.3058,
  "molar_mass_g_mol": 498.88,
  "e_above_lowest_kj_mol": 0.0
}


No. 3
{
  "formula": "C48H146N6O22",
  "method": "ωB97M-V with the def2-TZVPD basis set",
  "symbols": ["C", "C", "O", "H", "H", "H", "H", "H", "H", "C", "C", "O", "H", "H", "H", "H", "H", "H", "C", "C", "O", "H", "H", "H", "H", "H", "H", "C", "C", "O", "H", "H", "H", "H", "H", "H", "C", "C", "O", "H", "H", "H", "H", "H", "H", "C", "C", "O", "H", "H", "H", "H", "H", "H", "C", "C", "O", "H", "H", "H", "H", "H", "H", "C", "C", "O", "H", "H", "H", "H", "H", "H", "C", "C", "O", "H", "H", "H", "H", "H", "H", "C", "C", "O", "H", "H", "H", "H", "H", "H", "C", "C", "O", "H", "H", "H", "H", "H", "H", "C", "C", "O", "H", "H", "H", "H", "H", "H", "O", "H", "H", "O", "H", "H", "O", "H", "H", "O", "H", "H", "C", "C", "C", "O", "C", "N", "H", "H", "H", "H", "H", "H", "H", "H", "H", "H", "H", "C", "C", "C", "O", "C", "N", "H", "H", "H", "H", "H", "H", "H", "H", "H", "H", "H", "C", "C", "C", "O", "C", "N", "H", "H", "H", "H", "H", "H", "H", "H", "H", "H", "H", "C", "C", "C", "O", "C", "N", "H", "H", "H", "H", "H", "H", "H", "H", "H", "H", "H", "C", "C", "C", "O", "C", "N", "H", "H", "H", "H", "H", "H", "H", "H", "H", "H", "H", "C", "C", "C", "O", "C", "N", "H", "H", "H", "H", "H", "H", "H", "H", "H", "H", "H"],
  "xyz": [[-5.187, -2.497, -6.985], [-3.835, -1.753, -6.722], [-3.363, -2.201, -5.471], [-5.984, -2.138, -6.335], [-5.118, -3.582, -6.906], [-5.542, -2.438, -8.014], [-4.039, -0.684, -6.772], [-3.085, -2.063, -7.449], [-3.611, -1.509, -4.854], [4.953, 1.226, -5.369], [3.391, 1.446, -5.268], [3.012, 1.832, -6.576], [5.262, 0.975, -4.354], [5.573, 2.122, -5.400], [5.235, 0.405, -6.028], [3.166, 2.194, -4.508], [2.950, 0.465, -5.091], [2.208, 2.355, -6.538], [-0.609, 0.604, -6.213], [-1.189, 2.047, -6.156], [-0.337, 2.755, -7.083], [0.405, 0.518, -5.823], [-0.630, 0.056, -7.155], [-1.094, -0.076, -5.513], [-1.073, 2.324, -5.108], [-2.268, 2.144, -6.280], [-0.636, 2.460, -7.947], [1.315, 5.010, 0.077], [1.822, 3.546, -0.190], [0.683, 2.882, -0.667], [0.906, 5.554, -0.774], [2.256, 5.430, 0.434], [0.547, 4.956, 0.849], [2.259, 2.957, 0.617], [2.546, 3.610, -1.002], [0.879, 1.942, -0.674], [-2.913, 0.358, -2.321], [-3.974, 1.222, -2.966], [-3.981, 0.648, -4.264], [-2.034, 0.280, -2.961], [-3.317, -0.627, -2.083], [-2.638, 0.887, -1.409], [-3.602, 2.238, -3.095], [-4.923, 1.267, -2.432], [-4.864, 0.716, -4.634], [1.513, 0.539, 6.867], [0.496, 0.642, 5.727], [1.106, 1.331, 4.601], [2.393, -0.081, 6.697], [1.056, -0.018, 7.685], [1.741, 1.562, 7.165], [-0.377, 1.126, 6.165], [0.149, -0.328, 5.371], [2.046, 1.147, 4.541], [0.348, -3.042, -4.828], [1.026, -4.342, -5.275], [1.615, -3.957, -6.468], [0.000, -3.015, -3.796], [-0.542, -2.726, -5.373], [1.115, -2.272, -4.914], [0.249, -5.074, -5.496], [1.761, -4.791, -4.607], [0.855, -3.862, -7.047], [-2.862, -3.208, -0.184], [-4.018, -3.870, 0.688], [-5.248, -3.168, 0.299], [-1.913, -3.739, -0.106], [-2.743, -2.163, 0.102], [-3.113, -3.264, -1.243], [-3.795, -3.751, 1.748], [-4.148, -4.867, 0.267], [-5.424, -3.360, -0.625], [-0.955, -7.483, 4.303], [-0.665, -6.364, 3.417], [-0.837, -6.692, 2.134], [-0.419, -8.396, 4.046], [-2.009, -7.740, 4.196], [-0.713, -7.368, 5.359], [0.384, -6.112, 3.573], [-1.324, -5.523, 3.637], [-0.277, -6.130, 1.594], [-6.742, 1.273, 0.763], [-6.322, -0.160, 0.618], [-4.962, -0.228, 0.839], [-7.800, 1.360, 0.514], [-6.191, 1.935, 0.096], [-6.470, 1.719, 1.720], [-6.603, -0.487, -0.383], [-6.752, -0.764, 1.416], [-4.679, -1.135, 0.697], [-6.216, -1.744, 6.571], [-6.941, -0.749, 5.720], [-6.658, -0.985, 4.353], [-6.443, -2.722, 6.148], [-6.673, -1.592, 7.549], [-5.146, -1.759, 6.780], [-6.838, 0.274, 6.081], [-7.995, -0.903, 5.954], [-5.868, -0.514, 4.077], [2.385, -3.545, -0.529], [1.046, -4.237, -0.196], [1.213, -5.461, 0.532], [3.072, -3.729, 0.298], [2.282, -2.505, -0.836], [2.828, -4.087, -1.365], [0.524, -4.547, -1.101], [0.410, -3.530, 0.337], [1.990, -5.945, 0.244], [3.608, -1.948, -5.853], [3.324, -2.219, -6.726], [3.071, -2.468, -5.255], [-1.665, 3.839, -2.210], [-1.074, 3.282, -1.702], [-2.406, 3.997, -1.625], [4.010, 1.649, 4.117], [4.376, 2.445, 3.732], [3.668, 1.157, 3.371], [-4.549, 0.772, 3.528], [-3.659, 1.102, 3.402], [-4.872, 0.607, 2.643], [2.621, -2.977, 4.585], [2.299, -3.139, 6.090], [0.980, -3.864, 6.430], [-0.027, -2.963, 6.014], [-1.276, -3.452, 6.377], [3.445, -3.806, 6.710], [2.700, -3.786, 3.858], [3.559, -2.434, 4.465], [1.833, -2.399, 4.102], [2.262, -2.103, 6.425], [0.972, -4.101, 7.494], [0.872, -4.835, 5.945], [-1.484, -3.230, 7.424], [-1.465, -4.458, 6.002], [-2.133, -2.905, 5.981], [3.292, -4.754, 6.398], [4.182, -3.592, 6.054], [1.760, -1.044, -8.553], [2.325, -0.016, -9.548], [1.478, 1.342, -9.609], [0.102, 1.305, -9.787], [-0.267, 0.994, -11.108], [3.662, 0.296, -9.036], [0.741, -1.245, -8.884], [1.668, -0.590, -7.567], [2.383, -1.939, -8.548], [2.434, -0.482, -10.528], [2.008, 2.100, -10.186], [1.501, 1.823, -8.632], [0.010, 1.774, -11.818], [-1.349, 0.890, -11.026], [0.149, 0.019, -11.361], [3.556, 0.623, -8.086], [4.091, 1.033, -9.576], [2.766, 4.702, 7.634], [3.142, 4.701, 6.189], [2.693, 5.908, 5.355], [3.168, 5.791, 4.022], [2.604, 6.691, 2.973], [4.647, 4.559, 6.200], [3.382, 4.011, 8.210], [1.701, 4.478, 7.677], [2.901, 5.674, 8.107], [2.830, 3.703, 5.883], [3.019, 6.877, 5.731], [1.610, 5.818, 5.271], [1.543, 6.523, 2.793], [3.098, 6.632, 2.003], [2.662, 7.684, 3.419], [4.877, 3.578, 6.266], [5.003, 4.735, 5.271], [4.087, -0.890, 1.804], [4.942, 0.260, 1.305], [5.706, 0.165, -0.025], [4.907, -0.356, -1.056], [5.634, -0.992, -2.127], [3.900, 1.300, 1.132], [4.799, -1.705, 1.935], [3.226, -1.182, 1.203], [3.619, -0.754, 2.779], [5.500, 0.623, 2.169], [6.589, -0.425, 0.225], [5.931, 1.169, -0.384], [6.572, -0.504, -2.390], [5.018, -0.986, -3.026], [5.850, -2.028, -1.869], [3.957, 1.779, 0.244], [3.008, 0.828, 1.181], [-3.585, 3.599, 2.777], [-2.192, 3.458, 3.384], [-2.215, 4.235, 4.740], [-2.569, 5.637, 4.563], [-1.347, 6.337, 4.279], [-1.914, 2.067, 3.694], [-3.589, 2.922, 1.922], [-3.709, 4.648, 2.510], [-4.486, 3.513, 3.384], [-1.346, 3.866, 2.831], [-1.273, 4.007, 5.240], [-3.095, 3.851, 5.255], [-0.561, 6.219, 5.025], [-1.622, 7.390, 4.223], [-0.964, 5.987, 3.320], [-1.580, 1.495, 2.932], [-1.070, 2.091, 4.250], [-1.002, -0.897, 1.863], [0.321, -0.485, 1.081], [0.066, -0.387, -0.437], [1.143, 0.139, -1.140], [1.094, -0.192, -2.531], [0.870, 0.763, 1.662], [-1.933, -0.559, 1.408], [-1.077, -0.438, 2.849], [-0.901, -1.974, 1.997], [1.122, -1.214, 1.204], [-0.798, 0.255, -0.606], [-0.308, -1.347, -0.792], [2.017, 0.178, -2.978], [0.219, 0.256, -3.002], [1.031, -1.271, -2.669], [0.856, 0.882, 2.665], [0.342, 1.569, 1.359]],
  "mulliken_charge": [-1.2675, 0.0112, -0.4116, 0.2636, 0.3171, 0.4005, 0.1815, 0.2768, 0.2153, -1.1537, 0.7283, -0.6584, 0.0517, 0.3955, 0.3157, 0.5203, -0.5143, 0.2203, 0.4223, -0.4292, -0.5388, -0.4470, 0.4044, -0.0186, 0.0901, 0.2171, 0.3218, -0.9282, 0.2232, -0.0636, 0.3512, 0.2447, -0.0813, -0.1488, 0.2580, -0.0063, 0.4817, -0.6232, -0.3613, -0.4198, -0.0663, 0.2017, 0.3324, 0.2555, 0.2134, -1.6479, 0.0332, -0.1405, 0.3296, 0.5174, 0.3566, 0.4696, 0.0632, -0.0802, 0.3476, -0.7600, -0.4688, 0.0429, 0.1316, -0.2148, 0.4141, 0.2504, 0.3101, 0.0208, -0.6587, -0.5201, -0.0470, -0.2054, 0.4333, 0.3410, 0.3926, 0.2635, -1.4592, 0.5839, -0.6208, 0.3779, 0.3411, 0.3444, 0.0758, 0.0705, 0.2683, -1.1985, -0.3029, -0.0267, 0.3962, 0.2277, 0.2830, 0.4099, 0.3603, -0.0169, -0.8885, -0.3943, -0.4608, 0.2437, 0.3358, 0.2436, 0.3272, 0.3082, 0.3623, -0.8974, 1.0650, -0.5310, 0.4071, -0.1894, 0.5880, 0.2319, -0.8160, 0.2548, -0.5675, 0.2877, 0.1858, -0.6059, 0.3176, 0.2938, -0.6890, 0.3144, 0.0948, -0.5208, 0.0241, 0.3885, -1.3763, 1.6102, -0.7745, -0.0935, -0.8367, -0.8296, 0.4279, 0.5157, -0.0116, -0.7657, 0.4217, 0.1776, 0.3649, 0.2490, 0.1858, 0.3386, 0.3432, -0.6202, 0.2242, -0.2444, -0.3061, -0.8509, -0.7472, 0.3315, -0.1807, 0.3950, 0.3919, 0.4702, -0.0831, 0.2833, 0.2625, 0.3194, 0.2284, 0.2663, -1.6119, 1.6627, 0.1391, -0.2882, -0.6199, -0.8828, 0.3436, 0.3062, 0.4408, -0.7533, 0.4345, -0.3638, 0.1287, 0.2502, 0.3629, 0.3024, 0.2951, -0.7597, 0.4018, -1.5170, 0.1040, -0.6995, -0.4226, 0.6442, -0.1385, -0.0137, 0.4835, 0.5697, 0.5159, 0.3932, -0.0641, 0.2960, 0.2143, -0.1157, -1.6052, 1.4287, -1.0356, -0.4126, -0.4140, -0.5795, 0.3051, 0.5063, 0.2910, -0.3613, 0.4402, 0.4303, 0.1411, 0.3876, 0.0442, 0.0146, -0.0654, -1.4160, 1.8285, -1.1371, 1.0146, -0.2816, 1.3381, -0.0502, 0.4625, 0.3702, -0.9246, -0.4520, 0.9653, -0.2203, -0.0684, 0.0789, -0.5598, -0.1678],
  "total_energy_ev": -106118.97337,
  "homo_energy_ev": -8.758,
  "gap_ha": 0.3280,
  "molar_mass_g_mol": 1159.72
}


Question: What is the formula in the first record?
Answer: C10H12